Entry from OMol25: 7 unconnected molecules or ions with the total composition C34H46F18N4O13 (ωB97M-V/def2-TZVPD).

Element x y z (Å)
1 H 2.70 -6.35 -4.74
2 N -3.61 1.69 2.39
3 H 3.90 2.22 5.42
4 O 2.11 -3.78 -1.43
5 F 4.20 -2.48 -2.94
6 C -0.40 2.59 2.84
7 H 3.02 2.09 0.49
8 O -7.72 3.98 -4.14
9 H -0.57 4.51 1.86
10 H 1.33 1.17 3.83
11 H -3.86 -2.21 8.31
12 H 1.07 -1.56 -1.87
13 H -1.66 -2.92 -1.51
14 C 4.12 1.10 -6.76
15 C -0.16 -2.60 -7.50
16 H 3.51 -4.44 -6.12
17 H 2.48 -3.85 -4.81
18 H -3.18 0.85 2.03
19 O -2.07 -2.11 6.23
20 C 2.51 -4.46 -5.72
21 F 6.66 -0.23 7.97
22 F 6.01 -1.80 -3.92
23 O 1.83 4.15 2.40
24 F -0.40 -0.17 4.95
25 C 0.56 -3.29 -6.32
26 C -1.51 2.29 0.11
27 C 4.80 2.71 5.03
28 F 5.26 -1.82 7.57
29 C 5.78 1.69 4.50
30 C -0.81 -2.61 -2.11
31 H -6.20 1.01 -3.68
32 O -9.57 3.17 -3.13
33 H 0.35 -0.85 2.86
34 H -4.01 3.67 1.93
35 F -1.42 -2.34 -7.21
36 O -1.72 -0.56 7.83
37 H -1.04 1.71 2.97
38 H 0.61 -0.19 1.26
39 C 1.58 -3.53 -0.39
40 C -4.36 2.45 0.28
41 C -3.67 -3.13 7.77
42 C -9.76 5.04 -4.64
43 F -0.12 -3.36 -8.60
44 C -1.22 3.69 2.18
45 H 2.94 -0.68 -7.08
46 O 0.14 -3.27 -5.20
47 F 2.73 -3.40 1.67
48 C -6.88 3.02 -3.46
49 F 2.70 -5.32 0.68
50 O 4.41 -0.45 5.43
51 O 1.70 -3.81 -6.74
52 H 2.54 1.19 2.55
53 H -7.19 2.93 -2.43
54 F 5.31 -0.81 -2.13
55 H -0.11 2.91 3.84
56 O 3.97 -0.88 -5.35
57 F 0.91 -4.58 1.65
58 F -1.63 1.33 5.92
59 C 4.07 -0.43 -4.11
60 H 1.96 -0.98 2.10
61 H 5.33 1.06 3.72
62 C 1.98 -4.23 0.93
63 F -2.53 -0.09 4.56
64 H -1.17 -1.98 -2.92
65 H 2.96 3.84 0.14
66 C -6.90 1.68 -4.17
67 C 1.66 3.19 1.71
68 F 0.47 -1.44 -7.77
69 H -6.61 1.80 -5.21
70 H -0.24 -0.95 -0.85
71 C -3.54 2.79 1.47
72 N -1.00 1.51 -0.54
73 H -1.88 4.12 2.94
74 C 3.24 -0.03 -6.27
75 H 2.35 0.34 -5.76
76 H -4.39 -3.22 6.96
77 O 3.60 0.57 -3.66
78 C 4.92 -1.40 -3.25
79 H -3.21 1.92 3.29
80 O 0.64 -2.63 -0.15
81 H 5.25 3.30 5.82
82 F -9.36 5.11 -5.92
83 H -0.35 -3.49 -2.56
84 C 1.47 1.06 2.75
85 H 5.02 0.71 -7.23
86 C 6.14 -1.01 7.01
87 C -2.13 3.28 1.00
88 H 6.67 2.16 4.09
89 H -2.05 -4.08 6.68
90 H 1.64 2.72 -0.37
91 C 2.37 2.96 0.41
92 F 7.13 -1.75 6.49
93 H 4.49 3.38 4.23
94 H -7.89 1.24 -4.13
95 C 0.20 -1.85 -1.28
96 H 2.03 -6.45 -6.38
97 C -1.82 -0.91 6.69
98 H -1.52 -3.03 8.00
99 H -2.32 4.18 0.39
100 N -4.99 2.17 -0.63
101 N 0.75 2.14 2.05
102 C -9.01 3.92 -3.87
103 C 1.08 -0.34 2.23
104 H -3.80 -3.97 8.45
105 H 1.02 -5.87 -5.04
106 H 3.57 1.69 -7.50
107 F -11.07 4.82 -4.63
108 C 2.03 -5.87 -5.46
109 H 4.41 1.76 -5.94
110 H -5.89 3.46 -3.48
111 C -1.60 0.06 5.51
112 C 5.47 -0.17 5.90
113 F -9.52 6.22 -4.06
114 C -2.26 -3.15 7.22
115 O 6.27 0.83 5.56

Summary:
orbital gap: 9.69 eV
structure (SMILES): CCN(CC[C@@H](C#N)[C@H](N)C#N)C(C)=O.CCOC(=O)C(F)(F)F.CCOC(=O)C(F)(F)F.CCOC(=O)C(F)(F)F.CCOC(=O)C(F)(F)F.CCOC(=O)C(F)(F)F.CCOC(=O)C(F)(F)F
HOMO: -9.35 eV
E_LUMO: 0.3 eV